1.
{
  "formula": "C10H14AsF6V",
  "method": "ωB97M-V/def2-TZVPD",
  "energy_ev": -113413.4184,
  "e_homo_ev": [-18.46, -18.43],
  "spin_multiplicity": 3,
  "orbital_gap_ev": [8.1, 8.7],
  "total_charge": 2,
  "species": ["V", "C", "C", "C", "C", "C", "C", "C", "C", "C", "C", "H", "H", "H", "H", "H", "H", "H", "H", "H", "H", "H", "H", "H", "H", "F", "As", "F", "F", "F", "F", "F"],
  "positions_angstrom": [[-0.17953, 0.24166, -0.17208], [-1.21179, -1.06331, -4.18852], [0.07158, -0.34706, -3.77185], [0.62857, 0.51376, -4.92632], [-0.12232, 0.57778, -2.60109], [-1.37567, 0.94038, -2.08745], [-1.50701, 1.89154, -1.04782], [-0.38739, 2.54518, -0.49249], [-0.52360, 3.59957, 0.56732], [0.87850, 2.10259, -0.93387], [1.00335, 1.13989, -1.94571], [-0.96821, -1.81509, -4.93547], [-1.93150, -0.37424, -4.63356], [-1.69224, -1.58757, -3.35844], [0.82892, -1.08027, -3.48502], [-0.04659, 1.33361, -5.17375], [0.72334, -0.11598, -5.80986], [1.61653, 0.91738, -4.70363], [-2.27457, 0.50827, -2.50749], [-2.49972, 2.15924, -0.70769], [-0.35010, 3.18627, 1.56326], [-1.51959, 4.03535, 0.54837], [0.21470, 4.38342, 0.40301], [1.77302, 2.52592, -0.49277], [1.99752, 0.82708, -2.24220], [0.69438, -1.44336, -0.41901], [0.33328, -2.18521, 1.40473], [-1.20559, -1.90946, 0.77456], [0.68443, -3.71253, 0.91794], [-0.17734, -2.31126, 2.96789], [1.80082, -1.49309, 1.71402], [-0.17500, 0.20475, 1.60207]],
  "mulliken_spin": [2.027, 0.000, 0.003, -0.001, -0.040, 0.041, 0.003, -0.058, 0.007, -0.016, -0.002, 0.000, 0.000, 0.001, 0.002, 0.000, -0.001, 0.001, -0.003, -0.003, -0.003, 0.000, 0.000, 0.000, -0.003, 0.007, 0.005, 0.005, 0.001, 0.001, 0.000, 0.026]
}

2.
{
  "formula": "C27H51CeN2OP3Se",
  "method": "ωB97M-V/def2-TZVPD",
  "energy_ev": -139966.5584,
  "e_homo_ev": [-15.92, -15.92],
  "spin_multiplicity": 2,
  "orbital_gap_ev": [5.7, 5.8],
  "total_charge": 3,
  "relative_energy_kcal_mol": 33.47,
  "species": ["Ce", "P", "P", "P", "H", "C", "C", "H", "C", "C", "C", "C", "C", "C", "C", "C", "C", "H", "H", "H", "H", "H", "H", "H", "H", "H", "H", "H", "H", "H", "H", "H", "H", "H", "H", "H", "H", "H", "H", "H", "H", "H", "H", "H", "H", "H", "C", "C", "C", "C", "C", "C", "Se", "H", "H", "H", "H", "H", "H", "C", "C", "N", "C", "C", "C", "O", "C", "C", "C", "C", "N", "C", "H", "H", "H", "H", "H", "H", "H", "H", "H", "H", "H", "H", "H", "H"],
  "positions_angstrom": [[1.80097, 0.86822, -0.95065], [2.12084, 1.52241, 1.67964], [-1.32524, 0.71979, 1.56446], [-0.55289, 3.33034, -0.34064], [2.18619, 0.63167, -5.34484], [2.48768, 1.45991, -4.64238], [2.26520, 1.54488, -3.30706], [1.48775, 0.79181, -2.86315], [3.21070, 0.05758, 1.98712], [1.67388, 2.16661, 3.29732], [3.28860, 2.74858, 0.95312], [-2.97636, 0.02989, 1.09739], [-0.81388, -0.70275, 2.60906], [-1.91987, 1.83520, 2.89699], [-0.19933, 4.46509, -1.74701], [-0.29954, 4.54297, 1.01918], [-2.40365, 3.52983, -0.43252], [3.00806, 2.35141, -5.08023], [2.70042, 2.45515, -2.82910], [3.54830, -0.46468, 1.06537], [2.66271, -0.66763, 2.61604], [4.08914, 0.44006, 2.53032], [1.05369, 1.42431, 3.83000], [1.12619, 3.11919, 3.17987], [2.62987, 2.32647, 3.82040], [3.60075, 2.51536, -0.09002], [4.18505, 2.72188, 1.58521], [2.86975, 3.76619, 0.98202], [-3.58150, -0.07657, 2.01489], [-2.82927, -0.95938, 0.63739], [-3.45665, 0.71339, 0.37883], [-1.29937, -0.63526, 3.59222], [0.27644, -0.70922, 2.73887], [-1.13072, -1.63490, 2.12406], [-2.54304, 1.21467, 3.55392], [-2.52490, 2.65477, 2.48725], [-1.06280, 2.22381, 3.46107], [-0.79215, 5.38010, -1.60637], [-0.47660, 3.97209, -2.68732], [0.86208, 4.73654, -1.75030], [-0.63676, 5.52449, 0.66059], [0.76279, 4.60095, 1.27934], [-0.88270, 4.28019, 1.90896], [-2.60684, 4.57151, -0.73530], [-2.88916, 3.34823, 0.53769], [-2.84088, 2.85851, -1.18840], [-1.82542, 0.81813, -4.48299], [-0.73187, 0.59130, -5.33529], [-0.63611, 1.23254, -6.59892], [-1.58405, 2.19943, -6.95882], [-2.70786, 2.39552, -6.14719], [-2.76143, 1.76199, -4.90941], [-2.12306, 0.42112, -2.53580], [-1.58751, 1.88127, -2.38432], [0.01803, -0.11522, -4.99454], [0.16896, 0.96779, -7.32379], [-1.42217, 2.85812, -7.82842], [-3.47842, 3.12155, -6.42587], [-3.51364, 2.06669, -4.19263], [-2.32772, -5.05407, 3.83941], [-1.55793, -5.56721, 2.64643], [-0.63297, -4.57123, 2.06809], [0.33381, -3.96120, 3.02405], [1.59102, -4.80933, 3.28650], [-0.30924, -4.74222, 0.71786], [-0.79122, -5.67052, 0.06002], [0.62071, -3.69916, 0.08839], [1.87296, -4.11985, -0.36425], [2.72668, -3.16881, -0.90918], [2.28874, -1.84067, -1.01774], [1.07158, -1.41501, -0.58127], [0.21129, -2.39453, -0.14560], [-1.71836, -4.94815, 4.73769], [-3.11332, -5.76813, 4.08423], [-2.82222, -4.10599, 3.62932], [-0.99572, -6.46573, 2.96144], [-2.25599, -5.83709, 1.85024], [0.63986, -2.97483, 2.61768], [-0.20987, -3.81859, 3.98352], [2.33749, -4.70085, 2.48232], [2.05449, -4.43716, 4.21096], [1.37220, -5.88298, 3.42322], [2.11927, -5.17116, -0.23856], [3.71509, -3.46659, -1.25636], [2.93878, -1.11807, -1.55802], [-0.82786, -2.08475, -0.01568]],
  "mulliken_spin": [1.007, -0.001, -0.003, 0.001, 0.000, 0.002, -0.001, 0.004, 0.000, -0.001, 0.003, 0.000, 0.000, 0.000, -0.001, 0.000, 0.000, 0.000, -0.002, -0.001, 0.000, 0.000, 0.000, 0.000, 0.000, -0.004, 0.000, 0.001, 0.000, 0.000, 0.000, 0.000, 0.000, 0.000, 0.000, 0.000, 0.000, 0.000, 0.000, 0.000, 0.000, 0.000, 0.000, 0.000, 0.000, 0.000, -0.001, 0.000, 0.000, 0.000, 0.000, 0.000, -0.002, 0.000, 0.000, 0.000, 0.000, 0.000, 0.000, 0.000, 0.000, 0.000, 0.000, 0.000, 0.000, 0.000, 0.000, -0.001, 0.001, -0.001, 0.002, 0.001, 0.000, 0.000, 0.000, 0.000, 0.000, 0.000, 0.000, 0.000, 0.000, 0.000, 0.000, 0.000, -0.002, 0.001]
}

3.
{
  "formula": "C6H16N",
  "method": "ωB97M-V/def2-TZVPD",
  "energy_ev": -7964.6963,
  "e_homo_ev": -13.24,
  "orbital_gap_ev": 10.2,
  "total_charge": 1,
  "relative_energy_kcal_mol": 16.97,
  "species": ["C", "N", "C", "H", "H", "H", "H", "H", "H", "H", "H", "C", "C", "C", "C", "H", "H", "H", "H", "H", "H", "H", "H"],
  "positions_angstrom": [[-2.19549, -0.82207, 1.13906], [-1.44291, -0.54743, -0.12106], [-1.80449, 0.74922, -0.76557], [-1.88137, -1.78330, 1.53294], [-1.95362, -0.03548, 1.84659], [-3.25865, -0.82725, 0.92521], [-1.58274, -1.30832, -0.78416], [-0.42774, -0.54029, 0.08818], [-2.87202, 0.74823, -0.97071], [-1.23727, 0.85363, -1.68170], [-1.55375, 1.55301, -0.07885], [1.64310, -0.21602, 0.45691], [1.64056, 0.55184, -0.62909], [1.66844, 2.04800, -0.62398], [1.69319, -1.72136, 0.43850], [1.65917, 0.27391, 1.42668], [1.68649, 0.07265, -1.60448], [2.63089, 2.41766, -0.98754], [0.91231, 2.45599, -1.29729], [1.50472, 2.44911, 0.37882], [1.24512, -2.13162, -0.46611], [1.20343, -2.15836, 1.30914], [2.72263, -2.08177, 0.46853]],
  "lowdin_charge": [0.011, -0.046, 0.004, 0.106, 0.109, 0.106, 0.179, 0.097, 0.108, 0.100, 0.109, -0.206, -0.193, -0.090, -0.101, 0.115, 0.119, 0.088, 0.068, 0.082, 0.074, 0.074, 0.089]
}

4.
{
  "formula": "C4H7NO2",
  "method": "ωB97M-V/def2-TZVPD",
  "energy_ev": -9845.9038,
  "e_homo_ev": -7.99,
  "orbital_gap_ev": 8.5,
  "relative_energy_kcal_mol": 31.73,
  "smiles": "C/C(O)=C(\\N)C=O",
  "species": ["C", "C", "C", "N", "C", "O", "O", "H", "H", "H", "H", "H", "H", "H"],
  "positions_angstrom": [[1.39583, 1.29727, -0.16265], [0.49971, 0.13998, -0.49856], [-0.55784, -0.25243, 0.24857], [-0.94728, 0.29289, 1.46381], [-1.41841, -1.36995, -0.28633], [0.86876, -0.47160, -1.68754], [-1.07046, -2.11494, -1.19843], [0.29478, -1.25687, -1.83522], [-0.19220, 0.78643, 1.93447], [-1.37653, -0.38696, 2.08830], [-2.40392, -1.46638, 0.19914], [1.51908, 1.94034, -1.04119], [1.00469, 1.92870, 0.63947], [2.38380, 0.93350, 0.13617]],
  "lowdin_charge": [-0.011, -0.292, -0.274, 0.064, -0.159, 0.036, 0.015, 0.071, 0.080, 0.089, 0.125, 0.092, 0.072, 0.092]
}